Below is a molecular structure, C47H66AgN7OPS2 in a non-equilibrium geometry, with properties calculated with ωB97M-V/def2-TZVPD.

Properties
HOMO-LUMO gap, eV: 4.894
LUMO, eV: 1.24
Electronic energy, eV: -97248.2992
Charge: -1

```
125
Properties=species:S:1:pos:R:3:forces:R:3
Ag -0.19653 0.04234 -0.32350 -0.396 0.130 0.295
C 6.55041 -0.72196 0.57097 -0.035 0.025 0.197
C 6.25756 -0.78020 2.07766 0.178 0.113 -0.003
C 7.51008 -1.32038 2.78045 -0.272 0.074 -0.104
C 5.97942 0.63194 2.61711 0.071 -0.159 -0.095
C 5.01825 -1.63162 2.32122 -0.011 -0.042 0.039
C 5.02915 -2.75216 3.15508 0.084 0.055 0.024
C 3.88605 -3.49115 3.39779 -0.126 -0.036 -0.023
C 2.70528 -3.11425 2.79094 -0.062 0.114 -0.145
S 1.13585 -3.83103 2.90818 0.165 0.359 -0.236
C 0.54191 -2.59894 1.74537 0.803 -0.281 0.534
N 1.43785 -1.75520 1.37288 -0.180 0.355 -0.472
C 2.65896 -1.99877 1.92362 0.537 -0.759 0.683
C 3.82359 -1.26998 1.71202 -0.231 -0.054 -0.048
C -0.81097 -2.67280 1.27515 -1.207 0.244 -0.579
C -1.57773 -3.77997 1.65832 0.282 0.031 0.085
C -2.84925 -3.95816 1.17197 -0.162 -0.190 0.103
C -3.36096 -3.02305 0.28332 -0.045 0.029 -0.083
C -2.61463 -1.91145 -0.06411 0.088 0.062 0.054
C -1.32305 -1.65624 0.42739 0.317 -0.445 0.130
H 7.39675 -0.06436 0.37590 0.089 0.065 -0.035
H 5.69592 -0.34983 0.01277 -0.076 0.052 -0.103
H 6.78799 -1.71530 0.19448 0.021 -0.094 -0.060
H 8.35751 -0.67284 2.55926 0.052 0.066 -0.030
H 7.75587 -2.32259 2.43471 0.034 -0.119 0.001
H 7.37916 -1.33994 3.86070 0.009 -0.041 0.111
H 6.82947 1.28787 2.43378 0.100 0.080 -0.024
H 5.79675 0.59184 3.68987 -0.036 0.031 0.098
H 5.10351 1.06846 2.14437 -0.098 0.101 -0.031
H 5.94213 -3.06496 3.63146 0.176 -0.012 0.071
H 3.91268 -4.35099 4.04702 0.067 -0.135 0.133
H 3.75092 -0.41480 1.05931 0.101 0.139 -0.113
H -1.14634 -4.51362 2.32948 -0.133 -0.136 0.025
H -3.43047 -4.82087 1.46701 -0.047 -0.062 0.007
H -4.34514 -3.17539 -0.14002 -0.129 0.036 -0.031
H -3.05302 -1.19553 -0.74541 -0.094 0.157 -0.105
N 1.25667 -3.14470 -6.78082 0.265 0.150 0.957
C 1.40863 -3.73379 -5.54629 0.415 -1.721 -2.101
S 1.85918 -5.34020 -5.49809 -0.209 0.478 -0.012
C 1.15602 -2.95527 -4.37141 -0.453 1.522 1.903
C 0.59499 -1.65943 -4.41477 0.353 -1.012 -0.456
C 0.47477 -0.93559 -3.25265 0.044 0.355 0.486
N 0.88805 -1.36519 -2.05746 0.201 -0.594 -0.762
C 1.35266 -2.61894 -1.99816 -0.150 0.631 0.448
C 1.49162 -3.43738 -3.09060 -0.022 -0.088 -1.038
H 1.61663 -3.68180 -7.55508 -0.080 -0.008 0.101
H 1.38725 -2.14578 -6.83479 -0.140 -0.002 -0.068
H 0.24389 -1.22910 -5.34321 -0.046 0.037 0.008
H 0.03157 0.05274 -3.25482 -0.128 0.190 0.045
H 1.63844 -2.96045 -1.01267 0.018 -0.030 0.114
H 1.88653 -4.43653 -2.98869 0.051 -0.016 0.013
C -1.02949 3.66547 4.95825 -0.030 -0.033 -0.224
C -0.42818 3.32321 3.59557 -0.065 -0.237 -0.147
C 1.09534 3.39339 3.75844 -0.111 -0.118 -0.061
C -0.87063 4.33154 2.53582 0.023 -0.113 0.090
P -0.80042 1.58561 2.84549 -0.159 0.420 0.673
C -0.04764 0.58116 4.18801 -0.068 0.059 -0.362
C 1.24071 0.12715 3.91275 -0.099 0.036 0.100
C 1.95300 -0.60490 4.84371 0.154 -0.040 0.091
C 1.37270 -0.91940 6.06045 0.099 0.004 0.029
C 0.09016 -0.48541 6.34100 -0.132 -0.045 0.253
C -0.61300 0.26603 5.41721 -0.032 0.012 0.036
C -2.67795 1.24586 2.94640 0.158 0.081 0.016
C -2.84363 -0.26989 3.07117 0.226 -0.020 -0.030
C -3.53634 1.93385 4.00781 0.165 -0.025 -0.123
C -3.16959 1.67613 1.56229 0.234 -0.188 -0.077
H -0.51142 4.53409 5.36698 0.070 0.128 0.072
H -0.89877 2.84209 5.65510 0.013 -0.049 0.166
H -2.08313 3.91379 4.89627 -0.101 -0.001 0.026
H 1.40613 4.43028 3.89807 -0.021 0.110 0.017
H 1.61810 3.00062 2.89024 0.131 -0.019 -0.106
H 1.41251 2.82319 4.62981 0.079 -0.044 0.036
H -0.49924 5.33156 2.76883 0.013 0.094 0.047
H -1.95612 4.37480 2.47449 -0.123 0.060 -0.061
H -0.49296 4.03720 1.55727 0.013 0.067 -0.158
H 1.67514 0.35430 2.95122 0.063 -0.002 -0.130
H 2.95709 -0.93845 4.62369 0.100 -0.037 -0.074
H 1.92331 -1.49294 6.79002 0.062 -0.111 0.093
H -0.36833 -0.72764 7.29127 -0.011 -0.024 0.045
H -1.60920 0.60244 5.66307 -0.053 -0.004 0.002
H -2.64863 -0.62925 4.08083 0.011 0.001 0.027
H -2.16606 -0.77763 2.38513 -0.096 -0.069 0.093
H -3.86205 -0.55644 2.80129 -0.087 0.040 -0.053
H -3.16682 1.77220 5.01608 -0.019 0.032 0.146
H -4.54734 1.52353 3.95278 -0.080 -0.037 -0.028
H -3.60944 3.00442 3.82678 -0.012 0.090 0.038
H -2.51458 1.26100 0.78872 -0.174 0.085 -0.105
H -3.16327 2.76062 1.47351 0.003 0.142 -0.121
H -4.18675 1.32441 1.38624 -0.148 -0.037 0.033
C -3.62157 1.54283 -2.15025 0.361 0.187 -0.097
C -2.23645 2.22493 -2.30091 -0.352 0.269 -0.279
C -2.39390 3.68742 -1.78394 0.036 -0.453 -0.198
C -1.93783 2.30706 -3.82843 -0.154 0.081 0.455
O -1.25598 1.56320 -1.65215 0.258 -0.081 -0.054
H -4.37130 2.04288 -2.76478 -0.200 0.010 -0.035
H -3.93087 1.57683 -1.10965 -0.079 -0.048 0.161
H -3.54042 0.50239 -2.45908 0.004 -0.144 -0.037
H -3.22034 4.18531 -2.28902 -0.134 0.212 -0.029
H -1.48145 4.25447 -1.96298 0.127 0.068 -0.036
H -2.58783 3.67009 -0.71367 -0.019 -0.017 0.152
H -2.71055 2.87420 -4.34632 -0.081 0.077 -0.217
H -1.90161 1.30091 -4.24081 0.016 -0.182 -0.078
H -0.97692 2.79337 -3.99209 0.120 0.056 -0.017
C 2.27826 2.20296 0.28515 0.032 0.047 0.364
N 3.30427 3.22570 0.07400 0.099 0.055 0.237
C 4.39548 2.62296 -0.68124 0.233 0.043 0.077
N 3.95567 2.07351 -1.95772 0.206 -0.183 -0.152
C 2.91797 1.07463 -1.69318 0.126 -0.230 -0.049
N 1.79083 1.63872 -0.96181 -0.089 -0.175 0.043
C 1.24246 2.73582 -1.75422 -0.358 0.251 -0.214
N 2.23689 3.77341 -2.02452 0.025 0.150 -0.155
C 2.72056 4.27946 -0.74974 0.048 0.291 0.048
C 3.35029 3.15605 -2.72739 0.154 0.171 -0.175
H 1.43344 2.65645 0.81038 0.034 -0.141 -0.003
H 2.70499 1.40832 0.90404 -0.118 0.011 0.027
H 4.84234 1.82176 -0.08682 0.010 0.011 0.006
H 5.15873 3.38627 -0.86987 -0.021 -0.064 0.031
H 3.35553 0.25203 -1.11996 -0.068 -0.007 0.005
H 2.56423 0.67866 -2.64743 0.000 0.004 0.063
H 0.39741 3.16549 -1.21859 -0.010 -0.114 -0.093
H 0.87725 2.33665 -2.69874 -0.102 0.022 0.066
H 1.88656 4.73309 -0.20655 0.033 -0.009 -0.026
H 3.48499 5.04242 -0.93371 -0.057 0.005 0.029
H 4.11569 3.91503 -2.92664 -0.041 -0.051 -0.020
H 2.99214 2.75472 -3.67958 0.009 0.028 0.021
```
Positions in Å, forces in eV/Å.

Mulliken atomic charge list, values in e, 6 entries:
1 Ag 0.31
2 C -1.56
3 C 2.31
4 C -2.45
5 C -1.49
6 C 0.38